This record from OMol25 describes a 11-piece molecular cluster, C37H60Br20ClF4N4OS overall. The level of theory is wB97M-V/def2-TZVPD.

The strongest force on any atom comes out at 0.79 eV/A. As for the total energy: -1482423.3049 eV.

```
! RIJCOSX wB97M-V def2-TZVPD def2/J DEFGRID3
* xyz 1 1
C 3.41946 0.23360 3.92265
C 1.89843 0.33412 4.04410
C 1.24538 -0.69065 3.11079
Cl -0.49482 -0.90927 3.51179
C 1.45435 -0.38742 1.63437
C 0.91050 0.76288 1.06605
C 0.06574 1.77606 1.77982
C -0.87328 2.59041 0.88822
S -1.95124 1.62153 -0.19173
C -2.67564 0.45672 0.86387
N -2.46809 -0.81252 0.76628
N -3.27463 -1.41121 1.72068
C -3.88646 -0.45158 2.31789
O -3.56280 0.76295 1.83819
N 1.16662 1.01073 -0.22369
C 1.90011 0.23178 -1.01587
C 2.45468 -0.91310 -0.52022
C 3.31124 -1.72040 -1.47781
F 3.51514 -0.98734 -2.61711
F 4.53710 -1.94977 -0.95201
C 2.69770 -3.05807 -1.97323
F 1.34379 -2.97574 -1.87605
F 3.15078 -4.10471 -1.26597
C 2.23010 -1.25682 0.83088
C 2.82636 -2.51472 1.40416
C 1.85048 -3.67541 1.63287
C 0.40931 -3.53469 1.25202
N 2.36374 -4.70005 2.16585
H 3.90194 0.96080 4.56963
H 3.76030 0.42296 2.90385
H 3.74454 -0.77119 4.19267
H 1.55577 1.34274 3.83212
H 1.62038 0.05221 5.05790
H 1.70739 -1.63910 3.35612
H 0.73739 2.49573 2.25884
H -0.49960 1.31055 2.57833
H -0.30261 3.21973 0.20032
H -1.44778 3.29203 1.48833
H -4.58773 -0.59427 3.12494
H 0.80198 1.84941 -0.65719
H 1.99787 0.59799 -2.03440
H 2.94449 -3.19541 -3.02663
H 3.63968 -2.89263 0.79965
H 3.26742 -2.26154 2.36597
H -0.07646 -2.89781 1.99201
H 0.24785 -3.04548 0.29280
H -0.11478 -4.48416 1.26912
H 1.64599 -5.41217 2.29898
Br -3.52752 -3.54803 5.42011
C -1.95268 -4.37012 6.21056
C -0.79751 -4.34915 5.24704
Br -0.97911 -5.68709 3.84808
H -2.23465 -5.37216 6.51589
H -1.71831 -3.77480 7.09006
H 0.13482 -4.59038 5.75392
H -0.70372 -3.38950 4.75049
Br 3.47607 3.15942 1.69559
C 3.32631 5.09250 1.90820
C 3.39172 5.47931 3.35761
Br 1.72547 5.05471 4.27033
H 2.39347 5.38657 1.43941
H 4.15697 5.51416 1.34908
H 3.51690 6.55552 3.45242
H 4.18386 4.96761 3.89419
Br 2.20668 2.77227 -7.10715
C 1.53493 1.28888 -6.05031
C 0.86596 1.75873 -4.78893
Br 2.17639 2.33257 -3.45767
H 2.37956 0.63454 -5.85628
H 0.81162 0.77368 -6.67896
H 0.31130 0.94334 -4.32725
H 0.20062 2.60337 -4.93719
Br -6.70483 -2.98326 7.04655
C -6.03946 -1.16137 6.98859
C -7.02638 -0.22644 6.34258
Br -7.04985 -0.46579 4.40881
H -5.09385 -1.19213 6.45555
H -5.86206 -0.87937 8.02392
H -6.74151 0.81009 6.50675
H -8.04226 -0.38303 6.68860
Br -0.83955 -8.12916 -4.51262
C -0.76012 -6.19515 -4.34991
C -0.53138 -5.76237 -2.92520
Br -2.13776 -5.93749 -1.84666
H -1.68975 -5.80776 -4.75375
H 0.06939 -5.88442 -4.98165
H -0.26982 -4.70719 -2.88741
H 0.24111 -6.34706 -2.43518
Br -4.80350 -10.18451 2.04423
C -5.40549 -9.52282 0.31844
C -4.42336 -8.55423 -0.28302
Br -4.50197 -6.81306 0.58059
H -6.38204 -9.07782 0.47688
H -5.50272 -10.40214 -0.31387
H -4.66181 -8.37063 -1.32835
H -3.39663 -8.89547 -0.20194
Br -4.69277 3.64209 -0.47871
C -4.71916 5.58319 -0.57971
C -3.67073 6.08875 -1.53368
Br -1.87914 5.97705 -0.77178
H -4.57938 5.95263 0.43060
H -5.71180 5.85408 -0.93145
H -3.82699 7.14252 -1.75122
H -3.64754 5.52449 -2.45998
Br 7.02299 2.52322 -7.24324
C 6.38849 1.02149 -6.18925
C 5.72047 1.47520 -4.91887
Br 7.00530 2.05221 -3.57922
H 7.24493 0.38213 -6.00217
H 5.67551 0.50077 -6.82523
H 5.17930 0.65111 -4.45669
H 5.04406 2.30922 -5.07968
Br -2.30554 0.02621 -6.11589
C -3.19469 1.51404 -7.00580
C -2.31782 2.73551 -7.03008
Br -2.24513 3.60056 -5.28793
H -4.13001 1.67920 -6.48196
H -3.39763 1.17153 -8.01750
H -2.71166 3.48596 -7.71084
H -1.29375 2.50182 -7.30612
Br 3.92865 7.10221 -1.08919
C 3.73674 9.01481 -0.80043
C 3.82366 9.35105 0.66428
Br 2.20467 8.84964 1.62268
H 2.79065 9.30190 -1.24655
H 4.55257 9.48339 -1.34546
H 3.93092 10.42388 0.80436
H 4.64317 8.83717 1.15534
*
```